Record 1
This record from the Open Molecules 2025 dataset describes a structure of composition C32H39AuN3O2Te at a distorted geometry. The level of theory is ωB97M-V/def2-TZVPD.

Last column: Mulliken spin population.
CARTESIAN COORDINATES (ANGSTROEM)
1 Au -0.732 -1.683 -1.873  0.032
2 C 1.483 -3.183 -4.082  0.036
3 C 1.960 -1.828 -3.527  -0.022
4 C 3.480 -1.884 -3.312  0.030
5 C 1.610 -0.731 -4.532  0.011
6 C 1.280 -1.608 -2.206  0.460
7 H 2.036 -3.421 -4.988  0.005
8 H 0.422 -3.143 -4.319  -0.006
9 H 1.636 -3.983 -3.360  0.001
10 H 3.996 -2.011 -4.262  0.000
11 H 3.743 -2.716 -2.662  -0.001
12 H 3.827 -0.965 -2.842  -0.009
13 H 1.958 -0.999 -5.528  0.000
14 H 2.074 0.210 -4.242  -0.004
15 H 0.531 -0.587 -4.567  0.001
16 H 1.769 -2.178 -1.421  0.026
17 O -2.879 -1.733 -1.895  0.007
18 N -3.567 -0.613 -1.695  -0.002
19 C -4.201 -0.003 -2.743  0.000
20 C -4.903 1.151 -2.557  0.000
21 C -4.994 1.734 -1.285  0.000
22 C -4.341 1.084 -0.227  0.000
23 C -3.640 -0.064 -0.447  0.001
24 H -4.094 -0.493 -3.698  0.000
25 H -5.391 1.614 -3.401  0.000
26 H -5.542 2.648 -1.137  0.000
27 H -4.381 1.489 0.773  0.000
28 H -3.112 -0.605 0.321  0.000
29 C 3.741 -1.006 5.562  0.000
30 C 2.841 -0.021 4.822  0.000
31 N 1.673 -0.699 4.286  0.000
32 C 0.401 -0.397 4.898  0.000
33 C 0.274 -0.962 6.311  0.000
34 C 1.799 -1.220 3.027  0.012
35 O 2.808 -1.014 2.353  -0.001
36 C 0.699 -2.028 2.475  -0.007
37 C -0.174 -2.903 3.168  -0.001
38 C -1.154 -3.557 2.443  0.000
39 C -1.253 -3.365 1.075  0.001
40 N -0.382 -2.586 0.404  -0.005
41 C 0.551 -1.974 1.095  0.075
42 H 4.621 -0.505 5.958  0.000
43 H 4.061 -1.776 4.865  0.000
44 H 3.207 -1.482 6.382  0.000
45 H 3.397 0.403 3.979  0.000
46 H 2.515 0.787 5.479  0.000
47 H -0.397 -0.785 4.263  0.000
48 H 0.286 0.697 4.938  0.000
49 H 0.445 -2.037 6.314  0.000
50 H -0.725 -0.770 6.696  0.000
51 H 0.993 -0.492 6.976  0.000
52 H -0.051 -3.089 4.222  0.000
53 H -1.849 -4.220 2.938  0.000
54 H -2.020 -3.829 0.477  0.000
55 H 1.256 -1.358 0.548  -0.046
56 Te 1.112 0.550 -1.222  0.084
57 C 0.305 2.192 0.139  0.366
58 C -1.011 2.606 0.003  -0.069
59 C -1.580 3.440 0.949  0.008
60 C -0.844 3.844 2.049  0.000
61 C 0.467 3.421 2.193  0.012
62 C 1.038 2.583 1.250  -0.022
63 C 0.231 1.659 -2.819  0.011
64 C -1.104 1.550 -3.161  0.017
65 C -1.674 2.433 -4.065  0.005
66 C -0.905 3.420 -4.654  -0.003
67 C 0.440 3.516 -4.337  -0.001
68 C 0.999 2.650 -3.413  -0.013
69 H -1.598 2.298 -0.853  0.014
70 H -2.601 3.774 0.823  -0.001
71 H -1.283 4.497 2.789  0.000
72 H 1.044 3.751 3.046  -0.001
73 H 2.061 2.256 1.367  0.011
74 H -1.708 0.765 -2.728  -0.014
75 H -2.726 2.353 -4.294  0.000
76 H -1.349 4.116 -5.351  0.000
77 H 1.051 4.275 -4.800  0.000
78 H 2.046 2.740 -3.153  0.000

The value obtained for the HOMO energy (alpha / beta) is -5.9098 / -5.7484 eV. As for the multiplicity: 2. The expectation value of S² is 0.77.

Record 2
This record from the Open Molecules 2025 dataset describes an isolated molecule of C6H8OS. The level of theory is ωB97M-V/def2-TZVPD.

Last column: natural (NBO) charge in e.
CARTESIAN COORDINATES (ANGSTROEM)
1 S 2.926 -0.639 -0.012  0.084
2 C 1.407 -0.136 0.000  -0.038
3 C 0.434 0.329 1.056  -0.339
4 C -0.658 -0.746 1.195  -0.049
5 O -0.831 -1.485 -0.001  -0.524
6 C -0.677 -0.752 -1.198  -0.050
7 C 0.412 0.338 -1.060  -0.332
8 C -0.043 1.369 0.003  -0.393
9 H 0.818 0.639 2.024  0.234
10 H -1.616 -0.285 1.512  0.172
11 H -0.365 -1.491 1.954  0.201
12 H -0.425 -1.482 -1.969  0.202
13 H -1.634 -0.261 -1.499  0.167
14 H 0.790 0.702 -2.040  0.235
15 H -1.104 1.616 0.019  0.208
16 H 0.565 2.284 0.016  0.221

The value obtained for the HOMO energy is -8.5461 eV. The SMILES is S=C1[C@@H]2COC[C@H]1C2. As for the energy above the lowest of the compared OMol25 structures with the same formula, charge and spin: 152.31 kJ/mol.

Record 3
This record from the Open Molecules 2025 dataset describes the ion C3H5N2O2S with charge +1 at a distorted geometry. The level of theory is ωB97M-V/def2-TZVPD.

Last column: natural (NBO) charge in e.
CARTESIAN COORDINATES (ANGSTROEM)
1 C -0.436 -0.197 0.248  0.524
2 C 1.705 0.299 -0.750  0.036
3 C -0.527 -1.568 -0.296  -0.701
4 N -1.272 0.227 1.127  -0.658
5 N 0.664 0.721 -0.082  0.016
6 O -2.227 2.374 0.788  -0.724
7 O 0.705 1.752 0.702  -0.501
8 S -1.387 1.750 1.699  1.723
9 H 2.619 0.934 -0.635  0.263
10 H 1.577 -0.476 -1.318  0.199
11 H 0.319 -2.151 0.035  0.274
12 H -0.302 -1.567 -1.367  0.259
13 H -1.438 -2.099 -0.151  0.291

The value obtained for the HOMO energy is -15.1928 eV. As for the energy above the lowest of the compared OMol25 structures with the same formula, charge and spin: 259.81 kJ/mol. Its total charge is +1.

Record 4
This record from the Open Molecules 2025 dataset describes a structure of composition C3H3FN2O at a distorted geometry. The level of theory is ωB97M-V/def2-TZVPD.

Last column: natural (NBO) charge in e.
CARTESIAN COORDINATES (ANGSTROEM)
1 C -0.381 -0.192 -0.281  -0.231
2 C -0.079 1.061 -0.562  -0.085
3 C 1.355 -0.766 0.285  0.306
4 N 1.229 1.470 -0.376  -0.247
5 N 1.986 0.554 0.046  0.301
6 O 3.181 0.675 0.272  -0.384
7 F 1.863 -1.715 -0.507  -0.307
8 H -1.207 -0.855 -0.285  0.227
9 H -0.743 1.806 -0.966  0.223
10 H 1.344 -1.057 1.332  0.196

The value obtained for the HOMO energy (alpha / beta) is -9.4001 / -9.4003 eV. As for the energy above the lowest of the compared OMol25 structures with the same formula, charge and spin: 482.63 kJ/mol.